[1]
Here is an isolated molecule of C6H17ClOSi2 from the OMol25 dataset. Energies are from ωB97M-V with the def2-TZVPD basis set.

```
27
Properties=species:S:1:pos:R:3:nbo_charge:R:1
C 3.48 -0.97 -0.83 -0.654
C -1.67 1.88 -1.43 -1.103
C -1.83 -1.25 -0.90 -1.038
C -3.57 0.38 0.64 -1.129
C 3.28 -1.50 0.56 -0.026
C -0.49 0.40 1.39 -1.248
O 2.40 -0.59 1.25 -0.941
Si 1.74 0.89 1.28 1.605
Si -1.83 0.60 0.00 1.579
Cl 1.92 2.02 -0.49 -0.422
H 3.58 -1.79 -1.59 0.221
H 2.73 -0.20 -1.16 0.241
H 4.49 -0.42 -0.75 0.207
H -2.07 2.88 -1.30 0.237
H -0.59 2.09 -1.58 0.246
H -2.00 1.45 -2.39 0.243
H -2.39 -1.89 -0.20 0.213
H -2.54 -1.10 -1.64 0.208
H -0.80 -1.55 -1.22 0.222
H -4.34 0.92 0.01 0.245
H -3.82 -0.63 0.51 0.232
H -3.65 0.47 1.82 0.240
H 4.17 -1.60 1.09 0.176
H 2.88 -2.48 0.56 0.178
H -0.47 -0.64 1.71 0.242
H -0.83 1.04 2.25 0.229
H 2.23 1.61 2.43 -0.204
```

Computed properties:
E = -1353.2471 Eh
HOMO-LUMO gap = 9.906 eV
Largest force on an atom = 0.0834 hartree/bohr
ΔE to the lowest compared entry with this formula, charge and spin = 0.0 kcal/mol
SMILES = CCO[Si@@H](Cl)C[Si](C)(C)C

[2]
Here is a structure of composition C6H17CuNO6P from the OMol25 dataset. Energies are from ωB97M-V with the def2-TZVPD basis set.

```
32
Properties=species:S:1:pos:R:3:nbo_charge:R:1
Cu 2.81 4.52 25.61 -0.069
P 2.72 6.10 29.44 2.427
O 1.47 6.59 28.62 -1.078
O 2.37 4.70 30.02 -1.087
O 3.05 7.15 30.56 -1.122
O 3.97 5.90 28.57 -1.051
C 4.54 -0.99 27.02 -0.622
C 3.37 -0.60 27.94 -0.055
O 2.94 0.66 27.45 -0.724
H 5.24 -0.18 26.84 0.226
H 4.16 -1.36 26.07 0.195
H 5.02 -1.83 27.53 0.180
H 3.65 -0.55 28.99 0.159
H 2.58 -1.35 27.86 0.139
H 2.78 1.25 28.19 0.497
C 1.62 3.79 19.78 -0.644
C 2.53 3.89 21.08 -0.069
C 3.33 5.20 21.21 -0.067
O 4.17 5.04 22.32 -0.515
C 4.84 6.22 22.63 -0.240
N 1.64 3.81 22.26 -0.790
H 2.15 3.47 18.88 0.197
H 1.10 4.70 19.52 0.198
H 0.81 3.10 20.01 0.208
H 3.25 3.07 21.17 0.197
H 2.61 6.00 21.38 0.166
H 3.82 5.32 20.25 0.148
H 5.53 5.99 23.44 0.211
H 4.18 7.05 22.87 0.171
H 5.40 6.54 21.75 0.132
H 1.31 2.87 22.40 0.350
H 0.84 4.35 21.95 0.329
```

Computed properties:
E = -2726.6550 Eh
Charge = -2
HOMO-LUMO gap = 2.741 eV
Largest force on an atom = 0.0400 hartree/bohr
ΔE to the lowest compared entry with this formula, charge and spin = 153.1 kcal/mol

[3]
Here is a structure of composition C6H17GaGdNO3S from the OMol25 dataset. Energies are from ωB97M-V with the def2-TZVPD basis set.

```
30
Properties=species:S:1:pos:R:3:lowdin_spin:R:1
C -2.93 -1.66 0.72 0.041
Ga -1.18 -2.22 0.03 0.097
C -0.99 -1.50 -2.07 0.358
N 0.06 -0.61 -2.18 0.362
C 0.37 -1.50 1.31 -0.063
C 0.29 0.01 1.55 -0.068
C 1.42 0.74 0.81 -0.005
C 1.19 2.24 0.58 -0.001
S 1.24 2.58 -1.18 0.000
O 2.36 1.87 -1.70 0.000
O -0.06 2.37 -1.73 0.002
O 1.54 4.13 -1.15 0.000
H -3.01 -0.68 1.20 0.000
H -3.64 -1.66 -0.11 0.000
H -3.25 -2.44 1.41 0.008
H -0.98 -3.77 -0.06 0.020
H -0.86 -2.47 -2.55 0.051
H -1.95 -1.04 -2.28 0.011
H 0.97 -1.06 -2.15 0.003
H 0.08 0.08 -2.92 0.022
H 1.39 -1.76 0.98 -0.004
H 0.19 -2.11 2.20 -0.055
H -0.69 0.44 1.36 -0.002
H 0.46 0.23 2.64 -0.088
H 2.38 0.58 1.31 -0.005
H 1.52 0.24 -0.15 0.000
H 1.97 2.84 1.04 0.000
H 0.23 2.61 0.94 0.000
H 0.90 4.61 -1.69 0.000
Gd 0.97 -1.08 3.83 6.316
```

Computed properties:
2S+1 = 8
E = -3607.1166 Eh
Charge = +2
HOMO-LUMO gap (alpha / beta) = 5.401 / 7.486 eV
Largest force on an atom = 0.0478 hartree/bohr

[4]
Here is a cluster of 2 separate species, C6H17IN6 in total from the OMol25 dataset. Energies are from ωB97M-V with the def2-TZVPD basis set.

```
30
Properties=species:S:1:pos:R:3:nbo_charge:R:1
C -0.84 0.04 -2.03 -0.097
C 0.25 -2.55 1.32 -0.418
C -0.78 2.77 0.40 -0.408
C -0.42 -0.67 -0.89 -0.121
C 0.83 -0.60 -0.13 0.361
C -1.78 0.56 0.73 -0.135
N -1.80 -0.34 -2.80 -0.597
N 2.65 0.71 0.46 -0.673
N 1.54 0.51 -0.33 -0.412
N 1.11 -1.48 0.81 -0.088
N 2.40 -1.67 1.32 -0.582
N -1.80 1.80 0.34 -0.502
I -3.53 -0.45 0.76 0.327
H -0.25 0.85 -2.54 0.213
H -0.69 -2.51 0.70 0.217
H 0.63 -3.52 1.14 0.261
H -0.03 -2.31 2.30 0.244
H -0.43 2.89 -0.59 0.216
H -1.16 3.70 0.54 0.246
H -0.08 2.46 1.11 0.210
H -1.08 -1.48 -0.74 0.228
H -2.31 -1.10 -2.65 0.396
H -0.92 0.17 1.15 0.195
H -1.86 0.06 -3.72 0.430
H 3.58 0.57 0.09 0.409
H 2.60 1.56 1.03 0.400
H 2.59 -2.26 2.17 0.430
H 2.72 -0.65 1.42 0.411
H 1.55 0.87 -1.30 0.409
H -2.70 2.06 -0.10 0.429
```

Computed properties:
2S+1 = 3
E = -864.2036 Eh
Charge = +2
HOMO-LUMO gap (alpha / beta) = 5.098 / 6.277 eV
Largest force on an atom = 0.0998 hartree/bohr

[5]
Here is a cluster of 2 separate species, C6H17N2 in total from the OMol25 dataset. Energies are from ωB97M-V with the def2-TZVPD basis set.

```
25
Properties=species:S:1:pos:R:3:nbo_charge:R:1
N -1.34 1.10 2.50 -0.712
C -0.84 1.58 1.30 -0.242
C -1.36 3.01 1.08 -0.541
C -1.16 0.57 0.35 0.141
N 1.68 -1.59 -1.80 -0.556
C 0.67 -1.60 -0.74 -0.206
C 0.47 -2.89 -0.02 -0.645
C 2.00 -0.23 -2.36 -0.443
H -0.84 0.23 2.70 0.368
H 2.56 -2.03 -1.57 0.378
H -2.25 0.81 2.18 0.335
H 0.24 1.72 1.32 0.285
H -0.76 3.27 0.08 0.243
H -1.05 3.52 1.98 0.270
H -2.43 2.92 1.17 0.230
H -1.42 0.91 -0.63 0.198
H -2.09 -0.04 0.62 0.219
H 1.03 -0.94 0.12 0.165
H -0.15 -1.05 -1.12 0.181
H 1.22 -3.68 -0.05 0.254
H -0.33 -3.33 -0.64 0.236
H 0.25 -2.77 1.15 0.223
H 2.25 -0.21 -3.46 0.244
H 1.00 0.31 -2.46 0.179
H 2.64 0.41 -1.70 0.200
```

Computed properties:
E = -347.8151 Eh
Charge = +1
HOMO-LUMO gap = 4.535 eV
Largest force on an atom = 0.0930 hartree/bohr
ΔE to the lowest compared entry with this formula, charge and spin = 173.1 kcal/mol

[6]
Here is a cluster of 2 separate species, C6H17N2 in total from the OMol25 dataset. Energies are from ωB97M-V with the def2-TZVPD basis set.

```
25
Properties=species:S:1:pos:R:3:nbo_charge:R:1
C 0.88 -0.86 -3.34 -0.649
C 2.45 0.32 -1.89 -0.403
C -1.71 -0.30 2.62 -0.426
C -0.17 1.51 1.92 -0.443
C 1.28 0.37 -2.51 -0.173
C -0.33 -0.72 0.54 0.014
N -1.40 -0.63 -0.18 -0.784
N -0.45 0.16 1.95 -0.407
H 1.53 -1.05 -4.11 0.233
H 0.82 -1.77 -2.84 0.211
H -0.01 -0.60 -3.77 0.211
H 2.77 1.06 -1.07 0.192
H 2.70 -0.73 -1.53 0.183
H 0.55 -0.08 0.27 0.205
H -1.71 -1.28 2.89 0.229
H -1.89 0.36 3.54 0.235
H -2.54 -0.22 1.96 0.226
H -0.88 2.18 1.21 0.217
H -0.23 2.15 2.75 0.254
H 0.84 1.53 1.52 0.224
H 0.83 1.33 -2.71 0.200
H -0.05 -1.68 0.95 0.219
H -1.56 0.35 -0.41 0.397
H -2.12 -1.25 -0.22 0.412
H 0.41 -0.17 2.47 0.423
```

Computed properties:
E = -347.9441 Eh
Charge = +1
HOMO-LUMO gap = 9.732 eV
Largest force on an atom = 0.1232 hartree/bohr
ΔE to the lowest compared entry with this formula, charge and spin = 92.1 kcal/mol

[7]
Here is the ion C6H17N2 with charge +1 from the OMol25 dataset. Energies are from ωB97M-V with the def2-TZVPD basis set.

```
25
Properties=species:S:1:pos:R:3:nbo_charge:R:1
C -0.20 -0.49 -0.66 -0.261
N 0.90 -0.13 0.21 -0.669
C 0.95 1.28 0.69 -0.233
C 1.41 2.32 -0.34 -0.419
C 0.67 2.31 -1.69 -0.624
C -1.42 -0.64 0.20 -0.226
N -1.16 -1.65 1.28 -0.498
C -0.90 -3.03 0.82 -0.431
H -0.45 0.22 -1.45 0.228
H 0.01 -1.45 -1.14 0.210
H 1.78 -0.29 -0.27 0.382
H 0.05 1.56 1.22 0.184
H 1.77 1.26 1.43 0.218
H 2.47 2.19 -0.52 0.208
H 1.24 3.30 0.10 0.222
H -0.41 2.47 -1.55 0.206
H 1.14 3.08 -2.32 0.237
H 0.95 1.42 -2.26 0.198
H -1.66 0.30 0.70 0.227
H -2.32 -0.94 -0.34 0.235
H -0.34 -1.34 1.81 0.454
H -1.92 -1.61 1.96 0.434
H -1.01 -3.75 1.62 0.245
H 0.10 -3.06 0.39 0.240
H -1.65 -3.32 0.08 0.232
```

Computed properties:
E = -348.0646 Eh
Charge = +1
HOMO-LUMO gap = 9.950 eV
Largest force on an atom = 0.0296 hartree/bohr
ΔE to the lowest compared entry with this formula, charge and spin = 16.5 kcal/mol
SMILES = CCCNCC[NH2+]C

[8]
Here is the ion C6H17N2 with charge +1 from the OMol25 dataset. Energies are from ωB97M-V with the def2-TZVPD basis set.

```
25
Properties=species:S:1:pos:R:3:nbo_charge:R:1
N 1.96 0.89 1.20 -0.682
C 0.62 0.76 1.93 -0.219
C -0.49 0.85 0.89 -0.257
N -0.38 -0.25 -0.07 -0.469
C -0.47 0.24 -1.44 -0.236
C 0.66 1.15 -1.90 -0.613
C -1.38 -1.29 0.27 -0.208
C -1.04 -2.59 -0.43 -0.635
H 2.60 1.48 1.73 0.440
H 2.36 -0.03 1.03 0.458
H 1.87 1.46 0.36 0.447
H 0.62 -0.22 2.39 0.229
H 0.58 1.49 2.73 0.233
H -1.41 0.82 1.48 0.226
H -0.50 1.84 0.44 0.213
H -0.39 -0.62 -2.05 0.217
H -1.41 0.76 -1.70 0.186
H 1.68 0.77 -1.77 0.194
H 0.65 2.06 -1.28 0.171
H 0.54 1.49 -2.93 0.254
H -1.29 -1.41 1.35 0.186
H -2.39 -0.94 0.03 0.194
H -0.01 -2.94 -0.44 0.222
H -1.74 -3.41 -0.34 0.241
H -1.24 -2.35 -1.48 0.207
```

Computed properties:
E = -348.0478 Eh
Charge = +1
HOMO-LUMO gap = 9.426 eV
Largest force on an atom = 0.0471 hartree/bohr
ΔE to the lowest compared entry with this formula, charge and spin = 27.0 kcal/mol
SMILES = CCN(CC)CC[NH3+]

[9]
Here is a cluster of 2 separate species, C6H17N2O in total from the OMol25 dataset. Energies are from ωB97M-V with the def2-TZVPD basis set.

```
26
Properties=species:S:1:pos:R:3:nbo_charge:R:1
C -0.38 -0.71 -1.51 -0.198
C -0.29 -0.80 -0.02 -0.450
C 1.01 -0.20 0.54 -0.103
C 2.18 -0.39 -0.11 0.022
N 3.38 0.18 0.29 -0.813
C 0.90 0.36 1.93 -0.425
C 0.15 1.72 1.93 -0.609
N -1.70 -1.36 -1.95 -0.696
H -0.46 0.33 -1.82 0.237
H 0.42 -1.18 -2.08 0.221
H -1.10 -0.25 0.45 0.229
H -0.32 -1.87 0.24 0.204
H 2.17 -0.85 -1.08 0.179
H 3.57 0.36 1.26 0.393
H 4.18 -0.02 -0.28 0.393
H 1.89 0.51 2.34 0.206
H 0.46 -0.40 2.59 0.212
H -0.94 1.67 1.96 0.198
H 0.44 2.28 2.82 0.228
H 0.45 2.19 1.00 0.213
H -2.48 -0.68 -1.97 0.472
H -1.63 -1.80 -2.88 0.433
H -1.91 -2.16 -1.35 0.431
H -3.46 0.69 -0.08 0.494
H -3.55 1.50 -1.33 0.497
O -2.98 0.87 -0.89 -0.969
```

Computed properties:
E = -423.3113 Eh
Charge = +1
HOMO-LUMO gap = 7.552 eV
Largest force on an atom = 0.0286 hartree/bohr
ΔE to the lowest compared entry with this formula, charge and spin = 30.4 kcal/mol

[10]
Here is the ion C6H17N2O2Si with charge +1 from the OMol25 dataset. Energies are from ωB97M-V with the def2-TZVPD basis set.

```
28
Properties=species:S:1:pos:R:3:nbo_charge:R:1
C 0.15 -1.03 -0.51 0.206
C 1.80 1.82 -0.84 -0.263
C 3.25 -0.40 0.88 -0.273
C -3.01 -1.21 -0.40 -1.180
C -1.36 0.12 1.89 -1.171
C -1.82 1.59 -0.85 -1.112
N 0.40 -2.28 -0.81 -0.750
N 1.14 -0.31 -0.13 0.152
O 1.08 0.99 0.15 -0.341
O 2.39 -0.87 -0.17 -0.376
Si -1.69 -0.03 0.07 1.662
H 1.45 2.77 -0.76 0.215
H 1.73 1.35 -1.81 0.204
H 2.83 1.96 -0.53 0.198
H 3.88 0.35 0.50 0.194
H 3.74 -1.29 1.23 0.221
H 2.74 -0.02 1.76 0.208
H -3.83 -0.57 -0.12 0.253
H -3.09 -1.41 -1.49 0.266
H -3.09 -2.23 0.13 0.274
H -1.10 1.15 2.11 0.260
H -2.37 -0.12 2.37 0.263
H -0.57 -0.36 2.49 0.276
H -0.94 1.73 -1.37 0.245
H -2.66 1.37 -1.56 0.259
H -2.00 2.34 -0.07 0.265
H 1.33 -2.52 -1.04 0.422
H -0.38 -2.86 -1.13 0.423
```

Computed properties:
E = -787.9352 Eh
Charge = +1
HOMO-LUMO gap = 10.979 eV
Largest force on an atom = 0.0643 hartree/bohr
ΔE to the lowest compared entry with this formula, charge and spin = 80.7 kcal/mol
SMILES = CO[N+](OC)=C(N)[Si](C)(C)C

[11]
Here is a structure of composition C6H17N2O4 from the OMol25 dataset. Energies are from ωB97M-V with the def2-TZVPD basis set.

```
29
Properties=species:S:1:pos:R:3:nbo_charge:R:1
C 0.25 -1.09 -2.28 -0.649
C 0.40 0.30 -1.71 -0.229
C -1.80 0.06 -0.49 -0.258
C -2.14 -0.94 0.55 -0.269
C -0.16 1.28 0.63 0.234
C 1.60 0.83 1.32 0.771
N -0.38 0.22 -0.42 -0.535
N -1.02 -1.83 0.91 -0.848
O -0.21 2.53 0.05 -0.694
O 2.48 1.72 0.63 -0.747
O 1.83 -0.47 0.94 -0.750
O 1.57 0.91 2.71 -0.728
H -0.76 -1.49 -2.08 0.213
H 0.40 -1.15 -3.33 0.249
H 1.06 -1.85 -2.00 0.237
H 1.46 0.47 -1.60 0.243
H 0.12 0.93 -2.46 0.227
H -2.11 -0.18 -1.58 0.238
H -2.21 1.08 -0.39 0.246
H -3.08 -1.56 0.32 0.247
H -2.40 -0.43 1.48 0.206
H -0.86 1.22 1.41 0.192
H -1.16 -2.89 0.91 0.421
H -0.70 -1.51 1.76 0.377
H -0.03 -0.81 -0.11 0.553
H 0.69 2.71 -0.37 0.510
H 3.43 1.23 0.58 0.510
H 2.34 -1.04 1.54 0.523
H 1.37 1.75 3.10 0.509
```

Computed properties:
E = -648.9584 Eh
Charge = +1
HOMO-LUMO gap = 10.978 eV
Largest force on an atom = 0.1135 hartree/bohr
ΔE to the lowest compared entry with this formula, charge and spin = 30.2 kcal/mol

[12]
Here is a cluster of 2 separate species, C6H17N2O4 in total from the OMol25 dataset. Energies are from ωB97M-V with the def2-TZVPD basis set.

```
29
Properties=species:S:1:pos:R:3:nbo_charge:R:1
C 1.03 0.09 2.24 -0.630
C 1.27 0.39 0.77 -0.220
C 0.20 -1.68 -0.16 -0.233
C -1.27 -2.11 -0.24 -0.243
C 0.23 0.41 -1.45 0.158
C -0.85 2.32 -1.15 0.829
N 0.21 -0.20 -0.10 -0.491
N -1.99 -1.29 0.73 -0.853
O 1.45 0.69 -1.96 -0.699
O 0.26 3.09 -1.12 -0.740
O -1.46 2.12 0.05 -0.709
O -1.73 2.47 -2.16 -0.703
H 1.12 -0.97 2.47 0.213
H 1.77 0.62 2.82 0.250
H 0.05 0.44 2.54 0.221
H 1.24 1.47 0.62 0.230
H 2.24 0.01 0.44 0.229
H 0.65 -2.07 0.75 0.221
H 0.78 -2.03 -1.02 0.241
H -1.35 -3.19 -0.06 0.218
H -1.67 -1.90 -1.23 0.206
H -0.38 -0.16 -2.15 0.183
H -1.85 -1.63 1.67 0.380
H -2.99 -1.31 0.54 0.394
H -0.73 0.00 0.34 0.512
H 1.77 1.55 -1.66 0.503
H 0.08 4.04 -1.02 0.507
H -2.42 2.17 -0.06 0.513
H -1.31 2.74 -2.99 0.515
```

Computed properties:
E = -649.0066 Eh
Charge = +1
HOMO-LUMO gap = 9.570 eV
Largest force on an atom = 0.0852 hartree/bohr
ΔE to the lowest compared entry with this formula, charge and spin = 0.0 kcal/mol